Below is 2 unconnected molecules or ions with the total composition C8H20FN2, with properties calculated with ωB97M-V/def2-TZVPD.

Each line ends with the Mulliken charge.
CARTESIAN COORDINATES (ANGSTROEM)
C  -0.554  1.699  -1.253  -1.384
C  -1.174  2.303  1.077  -1.535
C  2.588  -1.261  0.634  -1.632
C  1.862  -0.338  -1.552  -1.820
C  0.516  0.504  0.755  -1.146
C  -2.714  -1.027  0.149  0.104
C  -0.770  1.161  0.153  2.440
C  1.287  -0.672  -0.043  1.023
N  -2.018  -1.713  1.000  -0.168
N  0.348  -1.800  -0.261  -0.464
F  -2.406  -1.174  -1.187  -0.187
H  -0.104  2.729  -1.117  0.323
H  -1.450  1.890  -1.712  0.477
H  0.089  1.141  -1.880  0.246
H  -0.509  3.175  0.973  0.409
H  -1.231  2.087  2.169  0.350
H  -2.137  2.570  0.632  0.437
H  2.345  -1.849  1.491  0.517
H  3.050  -0.369  1.015  0.454
H  3.299  -1.673  -0.056  0.356
H  1.021  -0.336  -2.228  0.543
H  2.618  -1.075  -1.829  0.440
H  2.354  0.640  -1.654  0.350
H  1.137  1.532  0.942  0.312
H  0.263  0.043  1.714  0.357
H  -3.648  -0.413  0.270  0.384
H  -2.213  -1.736  2.010  0.307
H  -1.082  -1.851  0.642  0.193
H  -1.602  0.275  0.096  -1.228
H  0.721  -2.501  0.292  0.335
H  0.111  -1.960  -1.242  0.208

Results
E_HOMO: -13.601 eV
total charge: +1
gap between HOMO and LUMO: 8.79 eV
F_max: 0.0646 hartree/bohr
molar mass: 163.26 g/mol
relative energy (zero: lowest compared OMol25 entry of this formula, charge and spin): 76.2 kJ/mol
spin multiplicity: 1

Below is a molecular structure, C8H20HgO6, with properties calculated with ωB97M-V/def2-TZVPD.

Each line ends with the Mulliken charge.
CARTESIAN COORDINATES (ANGSTROEM)
Hg  21.831  11.834  -7.345  1.509
O  19.455  11.873  -7.628  -0.920
C  18.957  13.219  -7.572  -0.507
C  19.929  14.437  -7.116  -0.534
O  21.373  14.275  -7.325  -0.855
H  18.049  13.312  -6.976  0.332
H  18.491  13.506  -8.514  0.299
H  19.920  14.734  -6.067  0.210
H  19.599  15.322  -7.661  0.275
O  22.478  12.565  -9.714  -0.856
C  22.271  11.318  -10.443  -0.498
C  22.897  10.010  -9.783  -0.506
O  22.457  9.746  -8.431  -0.838
H  22.735  11.542  -11.403  0.338
H  21.193  11.261  -10.589  0.144
H  23.970  9.905  -9.948  0.222
H  22.555  9.152  -10.361  0.305
C  25.224  11.168  -6.764  -1.059
C  24.713  11.961  -5.648  -0.225
O  23.426  12.511  -5.907  -0.330
H  24.502  10.360  -6.880  0.209
H  26.195  10.816  -6.415  0.394
H  25.367  11.615  -7.747  0.250
H  25.371  12.803  -5.433  0.311
H  24.597  11.414  -4.712  0.249
H  23.311  13.327  -5.415  0.163
C  20.162  11.274  -3.751  -1.036
C  21.087  10.230  -4.139  -0.345
O  21.354  10.294  -5.550  -0.342
H  20.167  11.117  -2.672  0.380
H  19.199  11.252  -4.261  0.260
H  20.597  12.254  -3.950  0.204
H  20.498  9.322  -4.012  0.297
H  21.980  10.129  -3.522  0.312
H  21.650  9.439  -5.870  0.186

Results
E_HOMO: 0.728 eV
total charge: -2
gap between HOMO and LUMO: 4.32 eV
F_max: 0.0873 hartree/bohr
molar mass: 412.83 g/mol
relative energy (zero: lowest compared OMol25 entry of this formula, charge and spin): 184.0 kJ/mol
spin multiplicity: 1

Below is a molecular structure, C8H20MnO4, with properties calculated with ωB97M-V/def2-TZVPD.

Each line ends with the Löwdin spin population.
CARTESIAN COORDINATES (ANGSTROEM)
Mn  0.343  0.003  0.059  0.970
C  0.344  -3.033  -0.767  0.003
O  0.285  -1.656  -1.214  0.001
C  -0.665  -1.371  -2.264  0.000
C  -2.004  -1.041  -1.644  0.000
O  -1.737  -0.090  -0.595  0.013
C  -2.705  -0.094  0.474  -0.001
C  -2.048  0.602  1.640  0.000
O  -0.728  0.047  1.839  0.000
C  -0.655  -1.115  2.705  0.003
H  0.785  -3.642  -1.554  0.000
H  -0.652  -3.401  -0.523  0.000
H  0.981  -3.058  0.113  0.001
H  -0.739  -2.216  -2.947  0.000
H  -0.269  -0.510  -2.805  0.000
H  -2.473  -1.927  -1.211  0.000
H  -2.674  -0.609  -2.388  0.000
H  -2.957  -1.128  0.719  0.000
H  -3.610  0.435  0.171  0.000
H  -2.638  0.491  2.548  0.000
H  -1.904  1.662  1.435  0.000
H  -1.009  -0.841  3.697  0.000
H  0.392  -1.401  2.764  0.001
H  -1.256  -1.933  2.307  0.000
C  4.475  -0.866  0.496  0.001
C  3.459  -0.272  -0.446  0.001
O  2.344  0.352  0.307  0.006
H  5.189  -1.454  -0.080  0.000
H  4.004  -1.528  1.224  0.000
H  5.036  -0.094  1.023  0.000
H  2.992  -1.028  -1.074  0.000
H  3.890  0.502  -1.078  0.000
H  2.725  0.950  0.966  0.000

Results
E_HOMO (spin up / spin down): -18.271 / -18.077 eV
total charge: +2
gap between HOMO and LUMO (spin up / spin down): 9.90 / 10.27 eV
F_max: 0.0239 hartree/bohr
molar mass: 235.18 g/mol
spin multiplicity: 2